ORCA calculation (the ωB97M-V functional and the def2-TZVPD basis) on a structure of composition C57H51BrN7O4PSiV at a distorted geometry.

As for the total energy: -191452.066 eV. As for the spin multiplicity: 2. The calculation puts the gap between HOMO and LUMO (spin up / spin down) at 5.74 / 5.86 eV. The total charge is 0.

Structure (XYZ):
```
123
Properties=species:S:1:pos:R:3:lowdin_spin:R:1
V -0.09813 -1.08358 0.07995 -0.01
C 3.99127 0.88782 3.10295 0.00
N 3.06997 -0.09008 2.60465 0.00
C 2.11787 0.15402 1.65705 0.00
N 1.49337 -0.96748 1.32505 0.00
C 2.00937 -1.95798 2.09725 0.00
C 2.99757 -1.42768 2.91475 0.00
C 3.80947 -2.13258 3.89205 0.00
C 4.26027 -3.41538 3.56795 0.00
C 4.93697 -4.17678 4.49805 0.00
C 5.18567 -3.66708 5.76365 0.00
C 4.75857 -2.39008 6.08915 0.00
C 4.07367 -1.62288 5.16395 0.00
C 1.44587 -3.30748 2.07335 0.00
C 1.10017 -3.93128 3.27085 0.00
C 0.44227 -5.14548 3.25245 0.00
C 0.14277 -5.75508 2.04565 0.00
C 0.51567 -5.15658 0.85305 0.00
C 1.16697 -3.93568 0.85955 0.00
P 1.88677 1.73812 0.79485 0.00
C 0.12517 2.03352 1.22475 0.01
N -0.94053 1.29542 0.98405 0.03
C -2.00543 1.93192 1.54565 0.01
C -1.56483 3.10972 2.13475 0.00
N -0.21593 3.16402 1.91705 0.00
C 0.68107 4.20302 2.33855 0.00
C -2.30743 4.08362 2.93435 0.00
C -3.00063 3.63542 4.05945 0.00
C -3.76353 4.51372 4.80425 0.00
C -3.84673 5.84782 4.43805 0.00
C -3.15113 6.30162 3.32935 0.00
C -2.38063 5.42772 2.58095 0.00
C -3.37083 1.41532 1.50965 0.00
C -4.47293 2.26872 1.60525 0.00
C -5.75523 1.75512 1.63955 0.00
C -5.96063 0.38592 1.57385 0.00
C -4.87473 -0.46338 1.43845 0.00
C -3.58843 0.04352 1.40485 0.00
C 1.82197 0.95092 -0.83895 0.01
N 1.24697 -0.18958 -1.22875 0.02
C 1.75497 -0.46878 -2.46155 0.01
C 2.65767 0.51572 -2.82975 0.00
N 2.69227 1.40752 -1.79395 0.00
C 3.44247 2.62892 -1.73035 0.00
C 3.38937 0.66702 -4.08215 0.00
C 4.76707 0.88152 -4.11845 0.00
C 5.42007 1.00042 -5.33235 0.00
C 4.71247 0.91352 -6.51955 0.00
C 3.34287 0.69662 -6.48995 0.00
C 2.68607 0.57032 -5.28245 0.00
C 1.47787 -1.64678 -3.28925 0.00
C 2.55127 -2.32158 -3.87185 0.00
C 2.32707 -3.35148 -4.76565 0.00
C 1.03037 -3.73068 -5.07755 0.00
C -0.03823 -3.08178 -4.48175 0.00
C 0.18047 -2.04068 -3.59685 0.00
H 4.33417 1.52092 2.27965 0.00
H 4.84867 0.38532 3.54535 0.00
H 3.51247 1.52332 3.85215 0.00
H 4.05897 -3.80698 2.58215 0.00
H 5.25917 -5.17398 4.23545 0.00
H 5.69397 -4.26908 6.50215 0.00
H 4.93977 -1.99328 7.07825 0.00
H 3.70807 -0.64768 5.45405 0.00
H 1.31697 -3.44128 4.20925 0.00
H 0.14077 -5.60108 4.18425 0.00
H -0.39263 -6.69338 2.03395 0.00
H 0.27267 -5.62258 -0.09015 0.00
H 1.45817 -3.47098 -0.08185 0.00
H 0.20587 4.80562 3.11165 0.00
H 0.94957 4.84622 1.49545 0.00
H 1.59347 3.76872 2.75085 0.00
H -2.94563 2.59122 4.32885 0.00
H -4.30213 4.14952 5.66675 0.00
H -4.45573 6.53122 5.01165 0.00
H -3.21803 7.33852 3.03565 0.00
H -1.86393 5.78302 1.69975 0.00
H -4.32713 3.33762 1.64125 0.00
H -6.59833 2.42722 1.71405 0.00
H -6.96463 -0.01288 1.61205 0.00
H -5.02233 -1.53088 1.36685 0.00
H -2.74183 -0.61868 1.31285 0.00
H 3.74087 2.92272 -2.73595 0.00
H 4.33617 2.50812 -1.11175 0.00
H 2.83027 3.42162 -1.29515 0.00
H 5.33077 0.92172 -3.19605 0.00
H 6.48997 1.15252 -5.34575 0.00
H 5.22297 1.00862 -7.46645 0.00
H 2.78237 0.62042 -7.40885 0.00
H 1.62067 0.39432 -5.25895 0.00
H 3.56397 -2.03298 -3.62575 0.00
H 3.16937 -3.85068 -5.22395 0.00
H 0.85667 -4.52448 -5.79005 0.00
H -1.05173 -3.37658 -4.71315 0.00
H -0.64833 -1.50718 -3.16055 0.00
O -0.89283 -1.88308 1.11295 0.01
O -1.52733 -2.50218 1.98705 0.01
Br -6.75873 0.49662 -2.02935 0.00
C -5.71833 -1.09078 -1.96515 0.00
C -6.30943 -2.32218 -2.20505 0.00
N -5.61813 -3.44628 -2.16475 0.00
C -4.32923 -3.39388 -1.87405 0.00
C -3.64803 -2.20428 -1.62515 0.00
C -4.36953 -1.01718 -1.67475 0.00
C -2.17693 -2.18298 -1.27845 0.00
O -1.58043 -3.23848 -1.09165 0.00
O -1.63943 -1.02928 -1.23905 0.07
H -7.36393 -2.40878 -2.43465 0.00
H -3.81063 -4.34078 -1.82695 0.00
H -3.87333 -0.07878 -1.47885 0.00
C -0.15793 3.02162 -2.33555 0.10
Si -1.54793 1.70222 -2.10505 0.50
C -1.91453 1.01192 -3.85405 0.08
C -3.06943 2.73132 -1.54845 0.08
H -0.59683 3.95222 -2.68845 0.01
H 0.57887 2.70472 -3.06895 0.00
H 0.36337 3.24182 -1.40485 0.00
H -2.44303 1.76702 -4.43585 0.01
H -2.53783 0.12382 -3.82175 0.00
H -1.00383 0.75562 -4.38915 0.00
H -3.49633 3.23382 -2.41585 0.01
H -2.77943 3.49572 -0.83205 0.00
H -3.85903 2.14572 -1.09015 0.00
```


ORCA calculation (the ωB97M-V functional and the def2-TZVPD basis) on a cluster of 2 separate species, CH3ClO in total at a distorted geometry.

As for the relative energy (zero: lowest compared OMol25 entry of this formula, charge and spin): 499.47 kJ/mol. As for the total energy: -15650.189 eV. The calculation puts the gap between HOMO and LUMO (spin up / spin down) at 6.29 / 6.10 eV. The total charge is 0.

Structure (XYZ):
```
6
Properties=species:S:1:pos:R:3:nbo_charge:R:1
C 0.45734 -0.41799 -0.18628 -0.31
O -0.85987 -0.37758 -0.11355 -0.17
Cl -1.80112 1.94827 0.83479 -0.23
H 0.61077 -1.47364 0.03921 0.24
H 0.74702 0.28612 0.61142 0.26
H 0.84586 0.03481 -1.18558 0.21
```


ORCA calculation (the ωB97M-V functional and the def2-TZVPD basis) on a cluster of 8 separate species, C6H26O7 in total at a distorted geometry.

As for the relative energy (zero: lowest compared OMol25 entry of this formula, charge and spin): 366.59 kJ/mol. As for the total energy: -20973.518 eV. The SMILES is C/C=C/CCC.O.O.O.O.O.O.O. The calculation puts the gap between HOMO and LUMO at 7.77 eV. The total charge is 0.

Structure (XYZ):
```
39
Properties=species:S:1:pos:R:3:nbo_charge:R:1
C 0.73624 2.07979 0.94427 -0.67
C -0.62143 1.37515 1.08433 -0.16
C -0.79112 0.11883 0.63997 -0.25
C -2.14915 -0.46988 0.78846 -0.44
C -2.45847 -2.03743 0.71883 -0.38
C -1.17164 -2.93725 0.92660 -0.62
H 1.54305 1.43841 1.28546 0.22
H 0.73680 2.98358 1.53405 0.22
H 1.02552 2.10322 -0.14148 0.22
H -1.38759 1.77005 1.73378 0.21
H -0.12289 -0.65986 0.29288 0.19
H -2.82421 -0.00790 1.53843 0.21
H -2.58713 -0.34696 -0.19434 0.21
H -3.00937 -2.23348 1.63272 0.20
H -2.99371 -2.35667 -0.18708 0.19
H -1.24989 -4.01120 1.05004 0.21
H -0.67079 -2.46277 1.81716 0.23
H -0.62436 -2.86970 -0.00075 0.17
O 3.25333 -0.22868 -1.93475 -0.95
H 2.70375 -0.67927 -2.59205 0.47
H 3.83406 -0.95223 -1.65343 0.49
O 0.50388 -0.71932 3.99562 -0.93
H 1.39717 -0.66620 3.63125 0.46
H 0.23067 0.18230 3.77864 0.47
O 2.95541 -2.43311 0.16858 -0.94
H 3.36430 -3.23478 -0.17574 0.47
H 2.31847 -2.12601 -0.48118 0.47
O -2.22815 2.88724 -0.15183 -0.95
H -1.29461 3.04448 -0.30673 0.46
H -2.59237 2.64813 -1.01542 0.50
O -0.36808 -0.00184 -3.18736 -0.94
H -0.32440 -0.96509 -3.26917 0.46
H 0.16653 0.08198 -2.37408 0.47
O -2.41732 2.75795 -2.91645 -0.93
H -1.47895 3.02429 -3.00329 0.47
H -2.26542 2.09196 -3.61011 0.48
O 3.54549 1.60680 -0.03248 -0.97
H 3.59783 1.28028 -0.94660 0.50
H 3.71854 0.92519 0.61327 0.47
```


ORCA calculation (the ωB97M-V functional and the def2-TZVPD basis) on a cluster of 2 separate species, C4H12S in total at a distorted geometry.

As for the relative energy (zero: lowest compared OMol25 entry of this formula, charge and spin): 99.26 kJ/mol. As for the total energy: -15176.677 eV. The SMILES is CCS.CC. The calculation puts the gap between HOMO and LUMO at 9.92 eV. The total charge is 0.

Structure (XYZ):
```
17
Properties=species:S:1:pos:R:3:nbo_charge:R:1
C -2.56683 0.46334 -1.59021 -0.63
C -1.18908 1.12985 -1.75776 -0.49
S 0.14221 0.07143 -2.61064 -0.09
H -2.22442 -0.34149 -0.99684 0.21
H -2.87071 0.07462 -2.59325 0.21
H -3.38132 1.12075 -1.08950 0.22
H -1.35350 1.99868 -2.46942 0.20
H -0.63488 1.59395 -0.87104 0.23
H -0.44450 0.19869 -3.92670 0.13
C 1.16872 -1.08269 1.99423 -0.61
C 2.44657 -0.41520 2.51091 -0.61
H 1.42440 -1.63025 1.07622 0.20
H 0.37913 -0.35050 1.82772 0.20
H 0.91368 -1.92772 2.60611 0.20
H 3.07542 -0.26269 1.64466 0.21
H 2.21536 0.52071 3.09745 0.20
H 2.89977 -1.16149 3.14806 0.20
```